Below is a cluster of 2 separate species, C2H8N2S2 in total at a distorted geometry, with properties calculated with wB97M-V/def2-TZVPD.

The molecular weight comes out at 124.23 g/mol. The calculation puts the relative energy (zero: lowest compared OMol25 entry of this formula, charge and spin) at 32.5 kcal/mol. The total energy is -26853.03274 eV. The SMILES is [H]/N=C/N.CSS. The HOMO energy is -0.314 hartree. The HOMO-LUMO gap is 0.324 Eh. As for the LUMO energy: 0.3 eV.

The geometry in ORCA input format:
```
! RIJCOSX wB97M-V def2-TZVPD def2/J DEFGRID3
* xyz 0 1
C 4.00501 1.24972 -1.04545
S 3.55660 -0.39311 -1.72200
S 1.47184 -0.03533 -1.87930
H 3.59418 2.05483 -1.63615
H 5.08190 1.14498 -0.89594
H 3.61853 1.33158 -0.02913
H 1.26746 -0.47662 -0.62886
N -3.93897 -1.42715 1.05489
C -3.24453 -0.26854 0.93934
N -2.76380 0.30806 1.96481
H -3.61927 -2.05181 1.76526
H -4.17733 -1.95668 0.22872
H -3.08264 0.06404 -0.09919
H -1.76899 0.45602 1.98300
*
```


Below is a structure of composition C64H49GaIO10 at a distorted geometry, with properties calculated with wB97M-V/def2-TZVPD.

The molecular weight comes out at 1174.71 g/mol. The calculation puts the relative energy (zero: lowest compared OMol25 entry of this formula, charge and spin) at 0.0 kcal/mol. The total energy is -148117.48530 eV. The HOMO energy is -0.183 hartree. The HOMO-LUMO gap is 0.185 Eh. As for the LUMO energy: 0.1 eV.

The geometry in ORCA input format:
```
! RIJCOSX wB97M-V def2-TZVPD def2/J DEFGRID3
* xyz -1 1
C -6.36974 -1.39206 -0.56051
C -5.06902 -0.62905 -0.31600
C -5.16395 0.61661 0.60422
I -5.06064 2.39951 -0.62894
Ga -6.74539 0.76485 1.95777
C -6.12906 0.08908 3.78535
C -4.95187 0.85242 4.43224
C -5.13613 2.37311 4.48950
C -4.63546 3.10531 3.24678
O -3.25910 3.56169 3.43841
C -2.39073 2.86434 2.68863
O -1.45883 2.25357 3.16573
H -6.22431 -2.12462 -1.36091
H -6.70546 -1.89347 0.34908
H -7.15563 -0.69014 -0.84768
H -4.68400 -0.32562 -1.29547
H -4.30128 -1.29144 0.10358
H -4.24422 0.63199 1.19560
H -7.06789 2.35098 2.10866
H -8.08568 0.04956 1.45144
H -5.80337 -0.95274 3.65830
H -6.95903 0.07409 4.49898
H -4.83659 0.49645 5.46836
H -4.00304 0.59987 3.94114
H -4.56128 2.76930 5.33757
H -6.17746 2.64601 4.67687
H -5.27060 3.95452 2.99369
H -4.66617 2.43229 2.39003
H -2.54993 2.93624 1.60245
C -1.42295 1.33171 8.18752
C -1.47804 0.61787 6.99572
C -1.57008 -0.76400 7.01647
C -1.59662 -1.43778 8.23093
C -1.52581 -0.72013 9.42969
C -1.44731 0.66623 9.40169
C -1.51588 -1.41701 10.74371
O -1.46271 -0.79904 11.78822
C -1.56739 -2.90828 10.74482
C -1.51082 -3.58609 11.95669
C -1.56877 -4.96884 11.97882
C -1.69015 -5.68162 10.79013
C -1.74290 -5.01133 9.58012
C -1.67514 -3.62392 9.55217
C -1.70674 -2.92292 8.23358
O -1.81288 -3.55207 7.20220
H -1.35847 2.41210 8.16648
H -1.45181 1.14099 6.04705
H -1.62031 -1.32443 6.09298
H -1.40160 1.21418 10.33281
H -1.42022 -3.02263 12.87522
H -1.52093 -5.49515 12.92345
H -1.74137 -6.76262 10.80959
H -1.83451 -5.55549 8.65011
C 1.48314 2.28757 3.46356
C 1.29337 2.28040 4.83841
C 1.96575 1.37048 5.63120
C 2.83808 0.45525 5.05461
C 3.02324 0.45556 3.66775
C 2.34420 1.37661 2.87600
C 3.91983 -0.53744 3.01889
O 4.09933 -0.54040 1.81743
C 4.59864 -1.54378 3.88838
C 5.40147 -2.51365 3.30062
C 6.04725 -3.44920 4.09054
C 5.89976 -3.41638 5.47352
C 5.09845 -2.45431 6.06398
C 4.44016 -1.51975 5.27428
C 3.55898 -0.50764 5.92834
O 3.44093 -0.47957 7.13676
H 0.94410 2.99599 2.85408
H 0.60290 2.98218 5.28747
H 1.80830 1.35887 6.70153
H 2.48583 1.36548 1.80439
H 5.51205 -2.52983 2.22503
H 6.66781 -4.20700 3.62987
H 6.40894 -4.14594 6.09003
H 4.97325 -2.42229 7.13762
C 1.84855 -1.73399 -5.30697
C 1.92985 -1.31343 -3.98365
C 1.14489 -0.26364 -3.53629
C 0.27943 0.37700 -4.41300
C 0.20865 -0.03523 -5.74542
C 0.99043 -1.09663 -6.18660
C -0.68002 0.65992 -6.71410
O -0.74082 0.29747 -7.87443
C -1.47879 1.81752 -6.22861
C -2.27680 2.51076 -7.13103
C -3.03879 3.58213 -6.69773
C -3.01218 3.95884 -5.35945
C -2.21726 3.27440 -4.45565
C -1.44112 2.20681 -4.88700
C -0.56607 1.49857 -3.90816
O -0.53056 1.83109 -2.74456
H 2.45838 -2.55874 -5.65219
H 2.60605 -1.80598 -3.29701
H 1.19942 0.06362 -2.50689
H 0.92340 -1.41380 -7.21818
H -2.29648 2.20427 -8.16791
H -3.65938 4.12273 -7.40058
H -3.61612 4.78957 -5.01886
H -2.20167 3.56592 -3.41418
C 1.49762 2.24443 -10.51028
C 1.11429 0.93326 -10.24657
C 2.03555 -0.09345 -10.37191
C 3.33742 0.18279 -10.77006
C 3.71496 1.49863 -11.05421
C 2.79186 2.52745 -10.91444
C 5.09169 1.81914 -11.51936
O 5.42698 2.96067 -11.76153
C 6.05326 0.69044 -11.68683
C 7.33035 0.95608 -12.16528
C 8.24081 -0.07585 -12.31560
C 7.88211 -1.37796 -11.98220
C 6.60976 -1.64871 -11.50865
C 5.68907 -0.61802 -11.36553
C 4.31466 -0.93542 -10.87874
O 4.00753 -2.07240 -10.58450
H 0.78076 3.04790 -10.39991
H 0.10472 0.71440 -9.93652
H 1.74947 -1.11469 -10.16037
H 3.09506 3.54398 -11.12462
H 7.60122 1.97209 -12.41766
H 9.23394 0.13262 -12.69178
H 8.59734 -2.18235 -12.09481
H 6.32007 -2.65779 -11.24951
*
```


Below is a structure of composition C15H13BrN4O5W at a distorted geometry, with properties calculated with wB97M-V/def2-TZVPD.

The molecular weight comes out at 593.04 g/mol. The total energy is -103787.53763 eV. The HOMO energy is -0.832 hartree. The HOMO-LUMO gap is 0.223 Eh. As for the LUMO energy: -16.6 eV.

The geometry in ORCA input format:
```
! RIJCOSX wB97M-V def2-TZVPD def2/J DEFGRID3
* xyz 4 1
W 0.09795 0.73962 0.01043
O 2.01706 1.00883 -3.52146
C 1.87355 1.00042 -2.37554
O 0.51556 0.85047 -1.75584
C 2.81115 1.12222 -1.23416
C 4.17380 1.29360 -1.32116
C 4.89482 1.39852 -0.12461
C 4.23989 1.31595 1.11122
C 2.87455 1.14333 1.10208
N 2.18565 1.04326 -0.04755
C 1.99985 1.04135 2.29421
O 2.20134 1.07211 3.43057
O 0.61000 0.87603 1.74773
H 4.66028 1.35185 -2.28907
H 5.96897 1.54864 -0.15513
H 4.77865 1.39199 2.04972
O -5.46865 3.25357 0.09767
C -4.37248 2.57833 0.08370
C -4.28692 1.15859 0.09417
C -3.07186 0.55839 0.07613
N -1.90297 1.29359 0.04756
C -2.03636 2.64916 0.03983
Br -0.30505 3.40767 0.00546
C -3.17455 3.35750 0.05533
H -6.28957 2.73084 0.11712
H -5.17922 0.54516 0.11643
H -2.97575 -0.51707 0.08305
H -3.21682 4.44011 0.04776
C -0.36533 -4.40242 -1.29309
N -0.27524 -3.64374 0.02628
C -0.39177 -4.43194 1.32490
C -0.15815 -2.40499 0.03929
N -0.02685 -1.21043 0.03348
H 0.26629 -5.27956 -1.17459
H -0.01055 -3.76536 -2.09774
H -1.40945 -4.68183 -1.42468
H 0.22142 -5.31950 1.19029
H -1.44257 -4.69230 1.44251
H -0.03067 -3.82194 2.14772
*
```


Below is a structure of composition C37H37N5NaO3P2S2 at a distorted geometry, with properties calculated with wB97M-V/def2-TZVPD.

The molecular weight comes out at 748.81 g/mol. The calculation puts the relative energy (zero: lowest compared OMol25 entry of this formula, charge and spin) at 28.4 kcal/mol. The total energy is -97219.30480 eV. The HOMO energy (alpha / beta) is -0.391 / -0.391 hartree. The HOMO-LUMO gap (alpha / beta) is 0.249 / 0.240 Eh. As for the LUMO energy (alpha / beta): -3.9 / -4.1 eV.

The geometry in ORCA input format:
```
! RIJCOSX wB97M-V def2-TZVPD def2/J DEFGRID3
* xyz 1 1
Na -0.60709 0.82632 -0.28677
C 2.32142 -2.08789 -0.15572
C 1.39231 -1.50890 0.93058
P 1.80560 0.28239 1.21850
C 3.25757 0.13223 2.31850
C 4.50404 0.36599 1.74036
C 5.66932 0.21519 2.48336
C 5.59272 -0.15823 3.81610
C 4.35097 -0.38113 4.40383
C 3.18900 -0.23859 3.65943
C 0.43848 0.83578 2.31250
C 0.30493 2.21727 2.47900
C -0.63044 2.74118 3.35858
C -1.44687 1.88579 4.08666
C -1.32940 0.51005 3.93080
C -0.39659 -0.01362 3.04406
C 1.75792 -1.97802 -1.58052
P 1.37782 -0.24609 -2.08171
C 0.73271 -0.47077 -3.77776
C 0.91329 -1.55902 -4.58947
C 0.36886 -1.59318 -5.87540
C -0.39117 -0.51636 -6.36508
C -0.60779 0.57729 -5.58571
C -0.06164 0.65985 -4.24610
C 3.01566 0.48981 -2.42736
C 3.95886 -0.12568 -3.25020
C 5.18074 0.48334 -3.49048
C 5.46880 1.71864 -2.91649
C 4.53624 2.33972 -2.10054
C 3.31478 1.72375 -1.85463
H 2.52256 -3.13842 0.05363
H 3.29301 -1.58529 -0.11922
H 1.50361 -2.05727 1.86542
H 0.34223 -1.59905 0.62696
H 4.56351 0.67498 0.70109
H 6.63219 0.39737 2.02229
H 6.49692 -0.26889 4.40167
H 4.28845 -0.66463 5.44682
H 2.22842 -0.40501 4.13597
H 0.95488 2.88700 1.92533
H -0.72082 3.81389 3.47441
H -2.17722 2.28980 4.77767
H -1.95767 -0.15897 4.50762
H -0.31843 -1.08937 2.93431
H 0.80868 -2.51674 -1.65681
H 2.45546 -2.43413 -2.28280
H 1.45163 -2.42856 -4.23273
H 0.52968 -2.46387 -6.49864
H -0.82360 -0.57504 -7.35602
H -1.23411 1.39341 -5.92688
H 0.35741 1.63625 -3.99862
H 3.74269 -1.07991 -3.71861
H 5.90824 -0.00234 -4.12879
H 6.42096 2.19594 -3.11133
H 4.75829 3.29940 -1.65071
H 2.59342 2.19788 -1.20023
C -4.68482 4.12812 1.34721
O -3.35806 3.63152 1.12288
C -3.16258 2.53065 0.39518
O -2.02824 2.12973 0.21313
N -4.26091 1.91886 -0.11756
N -4.04247 0.82643 -0.95779
H -4.56823 5.01984 1.95096
H -5.28500 3.39951 1.89267
H -5.16661 4.40078 0.40669
H -5.16715 2.34757 -0.06394
H -4.20576 1.07184 -1.92589
H -4.62084 0.04423 -0.68099
S -2.53371 -4.44198 1.64278
C -1.85909 -3.20721 0.64087
N -2.28746 -2.00291 0.81876
C -3.24671 -1.99602 1.83728
C -3.92863 -0.86736 2.29812
C -4.85727 -1.01219 3.30651
C -5.11339 -2.26895 3.87523
C -4.44448 -3.39280 3.43837
C -3.51168 -3.24222 2.40967
H -1.11993 -3.47108 -0.10987
H -3.69774 0.10114 1.87307
H -5.39165 -0.14498 3.67644
H -5.84353 -2.35814 4.66935
H -4.64049 -4.36196 3.87901
S -2.10581 -1.21500 -2.69234
C -1.97127 -2.28394 -3.98847
N -1.90488 -3.03027 -4.87147
O -2.21008 1.54850 -3.36297
N -1.38298 0.75284 -3.11302
*
```